{
  "formula": "C39H110O16",
  "method": "ωB97M-V/def2-TZVPD",
  "elements": ["O", "H", "H", "O", "H", "H", "O", "H", "H", "C", "C", "C", "O", "H", "H", "H", "H", "H", "H", "H", "H", "C", "C", "C", "O", "H", "H", "H", "H", "H", "H", "H", "H", "C", "C", "C", "O", "H", "H", "H", "H", "H", "H", "H", "H", "C", "C", "C", "O", "H", "H", "H", "H", "H", "H", "H", "H", "C", "C", "C", "O", "H", "H", "H", "H", "H", "H", "H", "H", "C", "C", "C", "O", "H", "H", "H", "H", "H", "H", "H", "H", "C", "C", "C", "O", "H", "H", "H", "H", "H", "H", "H", "H", "C", "C", "C", "O", "H", "H", "H", "H", "H", "H", "H", "H", "C", "C", "C", "O", "H", "H", "H", "H", "H", "H", "H", "H", "C", "C", "C", "O", "H", "H", "H", "H", "H", "H", "H", "H", "C", "C", "C", "O", "H", "H", "H", "H", "H", "H", "H", "H", "C", "C", "C", "O", "H", "H", "H", "H", "H", "H", "H", "H", "C", "C", "C", "O", "H", "H", "H", "H", "H", "H", "H", "H"],
  "xyz": [[-3.116262, 3.894822, -1.758864], [-3.690147, 3.693971, -2.498154], [-2.243725, 3.635623, -2.055035], [2.345413, 1.781273, -5.366301], [3.095612, 1.476575, -5.876779], [2.732819, 2.223103, -4.610699], [-1.425443, 1.881833, -6.292673], [-1.446060, 1.998811, -7.242468], [-0.523559, 1.623882, -6.102159], [8.470899, 2.679950, 3.106936], [7.198664, 2.716366, 2.432724], [7.176802, 1.808899, 1.187423], [6.169354, 2.126655, 3.220058], [9.279127, 3.093113, 2.503479], [8.817946, 1.646779, 3.092237], [8.437047, 2.917888, 4.170103], [6.913483, 3.732206, 2.159126], [6.362382, 2.031822, 0.498134], [7.151483, 0.768584, 1.511774], [8.075129, 1.930955, 0.582263], [6.426142, 1.234925, 3.465954], [-7.657763, 1.403836, 2.916098], [-7.257908, 0.451725, 1.834429], [-5.749607, 0.327356, 1.587574], [-7.835721, -0.818129, 2.100763], [-8.717258, 1.521217, 3.143661], [-7.321855, 2.380557, 2.567852], [-7.182692, 1.126830, 3.857196], [-7.702978, 0.835146, 0.916278], [-5.244581, 1.285480, 1.464903], [-5.530245, -0.334355, 0.749647], [-5.217820, -0.030253, 2.469282], [-7.273591, -1.097289, 2.827175], [-7.203985, 1.981617, -3.768110], [-6.127367, 1.514387, -4.730100], [-6.733063, 0.826007, -6.046013], [-5.328880, 2.624650, -5.114323], [-7.880761, 2.591181, -4.366888], [-6.748485, 2.520737, -2.937466], [-7.794742, 1.128886, -3.433513], [-5.474022, 0.803173, -4.224715], [-5.999173, 0.559704, -6.806671], [-7.483425, 1.506721, -6.448091], [-7.320177, -0.050830, -5.772969], [-4.496232, 2.378663, -5.523951], [6.071117, -3.692720, -0.108473], [5.064062, -3.647346, -1.252976], [5.503104, -2.599371, -2.357463], [5.078814, -4.938984, -1.871223], [5.946078, -2.826172, 0.540802], [7.119790, -3.751034, -0.399984], [5.963159, -4.573876, 0.523987], [4.042668, -3.390729, -0.971921], [5.807879, -1.657392, -1.901514], [4.687397, -2.468174, -3.068462], [6.386141, -2.913184, -2.914115], [5.860370, -4.960198, -2.428286], [-5.646461, -5.743053, 0.477083], [-5.733558, -4.843378, -0.736162], [-4.319784, -4.615994, -1.298828], [-6.629330, -5.322941, -1.730548], [-6.630132, -5.857204, 0.932565], [-5.084319, -5.251812, 1.271307], [-5.226268, -6.719951, 0.237856], [-6.058301, -3.841048, -0.456922], [-3.747433, -4.054715, -0.560259], [-4.296906, -4.138471, -2.278392], [-3.714202, -5.520616, -1.354028], [-7.454537, -4.872936, -1.535260], [4.461558, -1.195203, 7.240069], [5.059124, -2.000710, 6.116472], [4.097342, -2.363264, 4.992419], [6.092669, -1.229674, 5.532999], [3.945004, -0.302933, 6.886346], [5.245773, -0.777099, 7.871185], [3.700650, -1.704794, 7.831189], [5.685684, -2.813478, 6.483813], [4.659363, -2.874263, 4.210688], [3.652496, -1.531385, 4.446363], [3.313355, -3.012885, 5.381592], [6.943291, -1.674676, 5.536257], [2.814116, 5.303766, 6.005689], [1.870137, 4.854003, 4.857625], [2.101665, 5.813082, 3.605311], [2.249853, 3.535263, 4.563444], [3.867760, 5.314601, 5.726750], [2.742971, 4.554558, 6.794184], [2.541259, 6.250850, 6.471190], [0.832577, 4.969166, 5.171140], [3.126485, 5.771690, 3.236342], [1.811835, 6.819685, 3.906710], [1.390856, 5.520998, 2.832308], [3.138685, 3.601860, 4.206870], [-2.013597, -3.877685, 5.599089], [-1.627715, -2.577383, 4.848897], [-1.677143, -2.789060, 3.334489], [-2.642966, -1.702126, 5.227356], [-1.296928, -4.671259, 5.387637], [-3.051835, -4.070455, 5.328904], [-1.886034, -3.828859, 6.680493], [-0.649039, -2.157039, 5.080394], [-0.769904, -3.213214, 2.904255], [-1.675604, -1.779358, 2.923871], [-2.575089, -3.367762, 3.117934], [-2.370696, -0.881371, 4.810436], [-0.783162, -3.344708, -7.503641], [0.222633, -4.488435, -7.655512], [1.297004, -4.582891, -6.585114], [-0.572119, -5.594582, -7.624178], [-1.465959, -3.157852, -8.332480], [-0.163711, -2.454492, -7.394586], [-1.406962, -3.330998, -6.609891], [0.779144, -4.416010, -8.589943], [1.930449, -3.705321, -6.714376], [1.968323, -5.441588, -6.593925], [0.879775, -4.434463, -5.589132], [-1.022328, -5.686343, -8.467081], [3.261408, 5.873262, -1.472066], [2.767832, 6.535163, -2.734867], [2.207659, 7.893590, -2.368656], [3.800107, 6.638345, -3.650779], [3.613627, 4.872375, -1.721595], [2.449044, 5.671685, -0.773825], [4.035496, 6.487383, -1.011918], [2.031187, 5.875565, -3.193556], [1.274940, 7.719429, -1.832161], [2.024267, 8.480708, -3.268527], [2.875284, 8.378403, -1.656397], [4.074092, 5.753767, -3.903890], [-0.100486, -0.608812, -2.156466], [0.151578, 0.673487, -1.227444], [1.459627, 0.524177, -0.479018], [0.278088, 1.807384, -1.988354], [0.529036, -0.725237, -3.038655], [-1.069309, -0.577573, -2.654953], [-0.045480, -1.517844, -1.557527], [-0.687076, 0.834994, -0.550185], [2.298065, 0.352539, -1.154043], [1.328637, -0.350104, 0.158628], [1.682302, 1.437186, 0.073178], [0.593153, 1.493135, -2.838988], [-2.484267, 7.318110, 1.526414], [-3.125694, 6.236086, 2.364831], [-4.634058, 6.275380, 2.135138], [-2.624969, 4.977455, 2.019974], [-3.085402, 8.222659, 1.434028], [-2.238372, 6.916049, 0.543574], [-1.526300, 7.642954, 1.932462], [-2.921463, 6.353617, 3.429062], [-5.146302, 5.510773, 2.719155], [-4.979500, 6.084970, 1.119015], [-5.041873, 7.248729, 2.407860], [-2.807629, 4.838918, 1.087744], [0.761208, -7.818758, -1.652984], [0.666453, -6.928636, -0.438212], [-0.246534, -7.460626, 0.695062], [1.931159, -6.862372, 0.148336], [-0.242240, -7.990788, -2.042342], [1.124609, -8.814580, -1.399251], [1.444786, -7.459138, -2.422069], [0.492482, -5.917292, -0.805655], [-1.290203, -7.564450, 0.398287], [-0.310916, -6.777846, 1.542279], [0.140960, -8.412919, 1.057120], [2.625820, -6.550954, -0.436523]],
  "atomic_forces_ev_per_a": [[-0.06, 0.14, 0.34], [-0.24, -0.03, -0.25], [0.34, -0.13, -0.05], [-0.33, -0.06, 0.00], [0.17, -0.12, -0.18], [0.07, 0.16, 0.23], [-0.31, 0.00, 0.15], [-0.02, 0.05, -0.24], [0.33, -0.04, 0.12], [2.44, -1.34, 0.69], [-2.23, -1.44, -1.76], [0.95, 0.79, -0.77], [-0.79, 1.16, 0.94], [-0.07, 0.92, 0.40], [-0.15, -0.57, 0.26], [0.13, 0.72, -0.25], [-0.37, -0.01, 0.23], [-0.29, -0.13, 0.36], [-0.12, 0.00, -0.06], [0.27, 0.01, -0.05], [0.12, -0.12, 0.07], [0.56, 0.95, 0.40], [-0.42, 0.10, -0.82], [0.13, 0.35, 0.62], [0.44, -0.15, -0.17], [-0.12, -0.50, -0.49], [0.21, 0.29, 0.51], [0.25, 0.22, 0.12], [-0.16, -0.30, -0.24], [-0.34, 0.24, -0.53], [-0.07, 0.09, 0.02], [-0.21, -0.56, 0.27], [-0.24, -0.75, 0.30], [0.10, -0.20, -1.00], [0.28, -1.22, -1.64], [-0.31, 0.68, 1.72], [-0.30, 0.91, 0.33], [-0.06, 0.46, 0.38], [-0.27, 0.03, -0.03], [0.17, -0.02, 0.23], [-0.01, -0.30, 0.07], [0.09, 0.13, 0.21], [0.24, 0.25, -0.29], [0.25, -0.28, 0.09], [-0.06, -0.42, 0.00], [-0.36, 0.27, 0.84], [2.05, 0.38, -1.61], [-0.38, -0.43, 1.00], [-0.83, -0.05, 0.00], [0.13, 0.14, 0.05], [-0.05, 0.29, -0.59], [-0.52, -0.07, -0.07], [0.09, -0.36, 0.34], [-0.38, 0.18, 0.02], [0.05, 0.19, 0.03], [0.06, -0.42, 0.07], [0.05, -0.14, -0.05], [-0.67, 0.31, 0.48], [1.28, 0.49, -0.31], [0.20, -0.47, 0.21], [0.08, -0.03, 0.09], [-0.19, -0.31, -0.19], [0.45, -0.08, -0.13], [0.00, 0.07, 0.01], [-0.26, 0.05, 0.35], [-0.15, 0.53, -0.10], [-0.14, 0.16, 0.16], [-0.36, -0.45, -0.31], [-0.23, -0.24, -0.25], [-0.41, 0.70, 0.35], [0.71, 0.22, -0.44], [0.19, -0.77, 0.11], [0.88, 1.81, -0.95], [-0.01, 0.01, -0.54], [0.05, -0.42, 0.23], [0.27, -0.37, 0.07], [-1.23, -0.97, 0.42], [-0.02, -0.40, 0.13], [0.00, 0.43, 0.63], [-0.13, -0.06, -0.21], [-0.26, -0.13, 0.13], [-0.80, -0.28, 0.46], [2.34, 2.25, -0.46], [-1.26, -0.98, 1.21], [-0.89, -0.52, -0.37], [-0.04, 0.17, -0.38], [-0.07, -0.07, 0.09], [0.04, 0.19, -0.24], [-0.01, -0.67, -0.08], [-0.01, 0.04, 0.09], [0.33, 0.16, -0.04], [0.20, -0.09, -0.24], [0.20, -0.25, -0.08], [1.49, 0.46, 0.01], [-0.05, -2.11, 0.09], [0.35, 0.50, 0.47], [-0.24, 1.24, -0.02], [-0.39, -0.33, -0.73], [0.19, -0.43, 0.08], [-0.47, 0.65, 0.10], [0.21, -0.20, 0.50], [-0.09, -0.54, 0.25], [-0.55, 0.03, -0.43], [0.09, 0.19, -0.49], [-0.54, 0.56, 0.14], [1.45, 1.91, 0.38], [-0.29, 0.94, 0.22], [-0.07, 1.32, 0.55], [-0.72, -3.21, -0.17], [0.27, -0.44, -0.32], [-0.17, 0.62, -0.17], [0.23, -0.75, 0.18], [-0.17, 0.19, -0.45], [0.23, 0.10, -0.08], [-0.48, -0.21, -0.30], [-0.16, -0.41, 0.12], [-0.12, -0.06, 0.05], [-0.28, -0.77, 0.13], [-0.70, -0.48, 1.02], [-0.21, -0.43, -0.30], [1.27, 0.74, -1.06], [0.51, -0.04, 0.07], [-0.07, 0.36, 0.16], [0.06, -0.22, 0.07], [-0.69, 0.17, 0.13], [-0.14, 0.15, -0.11], [0.03, 0.22, 0.22], [0.12, 0.29, -0.31], [0.08, 0.01, 0.00], [-0.69, 0.84, 0.77], [0.71, -2.28, -0.65], [-0.42, -0.60, 0.47], [-0.47, 1.68, -1.73], [0.90, 0.35, 0.35], [-0.44, 0.14, 0.50], [0.00, -0.02, -0.08], [-0.03, -0.28, 0.10], [-0.09, -0.12, -0.20], [0.52, 0.10, 0.44], [-0.12, -0.18, 0.26], [0.08, 0.43, -0.29], [0.97, 0.53, 0.10], [-1.15, 0.38, -0.60], [-0.69, -0.10, 0.54], [0.57, -0.80, 0.20], [-0.15, -0.14, -0.09], [-0.32, 0.09, -0.20], [0.12, -0.09, 0.15], [0.02, 0.11, 0.00], [0.09, 0.01, 0.29], [0.58, 0.06, -0.37], [-0.03, 0.04, 0.15], [-0.02, -0.16, -0.26], [-0.78, -1.00, -0.06], [0.43, -0.18, -0.10], [-0.24, 0.68, -0.61], [1.50, -0.08, 1.54], [0.01, 0.20, -0.47], [0.10, -0.04, 0.36], [-0.22, 0.38, -0.01], [-1.08, 0.19, 0.24], [0.05, -0.27, -0.38], [0.47, 0.15, -0.04], [0.00, 0.00, -0.14], [-0.19, 0.04, -0.35]],
  "mulliken_charge": [-0.60, 0.30, 0.31, -0.59, 0.30, 0.30, -0.60, 0.30, 0.29, -1.33, 0.41, -1.19, -0.47, 0.39, 0.32, 0.33, 0.33, 0.26, 0.34, 0.35, 0.26, -1.17, 0.43, -1.13, -0.54, 0.32, 0.29, 0.29, 0.26, 0.33, 0.27, 0.30, 0.36, -1.22, 0.50, -1.20, -0.58, 0.33, 0.29, 0.36, 0.24, 0.33, 0.31, 0.35, 0.30, -1.32, 0.44, -1.28, -0.53, 0.35, 0.30, 0.37, 0.31, 0.31, 0.30, 0.44, 0.32, -1.12, 0.65, -1.29, -0.58, 0.31, 0.23, 0.33, 0.18, 0.32, 0.33, 0.30, 0.35, -1.35, 0.67, -1.26, -0.54, 0.30, 0.33, 0.36, 0.27, 0.28, 0.29, 0.36, 0.29, -1.18, 0.17, -1.10, -0.46, 0.30, 0.34, 0.37, 0.31, 0.33, 0.33, 0.29, 0.29, -1.31, 0.41, -1.01, -0.54, 0.35, 0.33, 0.34, 0.30, 0.35, 0.32, 0.16, 0.31, -1.17, 0.63, -1.32, -0.54, 0.37, 0.27, 0.31, 0.15, 0.35, 0.34, 0.29, 0.33, -1.26, 0.57, -1.23, -0.57, 0.33, 0.33, 0.33, 0.21, 0.32, 0.34, 0.32, 0.31, -1.43, 0.51, -1.21, -0.41, 0.39, 0.39, 0.35, 0.27, 0.21, 0.37, 0.34, 0.22, -1.17, 0.48, -1.35, -0.48, 0.35, 0.29, 0.27, 0.27, 0.35, 0.33, 0.37, 0.28, -1.35, 0.76, -1.25, -0.57, 0.34, 0.33, 0.34, 0.17, 0.36, 0.27, 0.33, 0.28],
  "e_lumo_ev": -0.3,
  "relative_energy_kcal_mol": 112.6,
  "e_homo_ev": -9.75,
  "multiplicity": 1,
  "homo_lumo_gap_ha": 0.348
}